{
  "formula": "C35H63Br2ClN9O4",
  "method": "the ωB97M-V functional and the def2-TZVPD basis",
  "elements": ["Br", "Br", "Cl", "O", "O", "O", "O", "N", "N", "N", "N", "N", "N", "N", "N", "N", "C", "C", "C", "C", "C", "C", "C", "C", "C", "C", "C", "C", "C", "C", "C", "C", "C", "C", "C", "C", "C", "C", "C", "C", "C", "C", "C", "C", "C", "C", "C", "C", "C", "C", "C", "H", "H", "H", "H", "H", "H", "H", "H", "H", "H", "H", "H", "H", "H", "H", "H", "H", "H", "H", "H", "H", "H", "H", "H", "H", "H", "H", "H", "H", "H", "H", "H", "H", "H", "H", "H", "H", "H", "H", "H", "H", "H", "H", "H", "H", "H", "H", "H", "H", "H", "H", "H", "H", "H", "H", "H", "H", "H", "H", "H", "H", "H", "H"],
  "xyz": [[0.054, -0.848, 2.302], [-2.966, -4.292, 0.921], [-5.928, -2.475, -0.174], [1.117, -1.488, -1.492], [-7.112, -0.118, -0.677], [1.191, 4.153, -1.025], [2.203, 0.554, -1.336], [-3.796, -0.390, 0.889], [9.651, 2.055, 1.478], [-1.771, -1.548, 0.118], [0.883, 4.581, -2.809], [-5.012, -2.948, 5.127], [-3.561, -5.255, 5.247], [-3.274, -0.465, -1.437], [3.903, 5.324, 1.205], [-1.321, -1.615, -1.187], [-4.462, -1.712, 4.507], [7.709, 0.811, -1.457], [-1.058, -2.149, 1.239], [-5.027, 0.343, 0.428], [1.880, 2.957, -0.542], [10.116, 0.559, -0.664], [-2.166, -1.010, -2.130], [-1.395, 7.368, -3.828], [-2.107, -0.799, -3.682], [-6.142, -0.652, -0.185], [5.017, 5.069, 1.402], [6.568, 3.331, 2.247], [-3.472, -6.391, 5.030], [-0.737, -4.209, 2.732], [0.499, 6.102, -4.968], [-4.767, 1.770, -5.307], [-4.360, 0.461, -4.449], [-2.651, -2.121, -4.435], [-0.100, -2.208, -1.762], [9.855, 1.401, 0.543], [-0.055, 7.467, -4.550], [9.184, 0.978, -1.805], [-3.701, -0.542, 2.354], [-4.785, -1.601, 2.927], [-2.790, 0.551, -4.186], [-3.358, -7.854, 4.751], [0.913, -0.069, -1.450], [-2.565, -8.539, 5.867], [-2.968, -0.798, -0.064], [0.717, 5.245, -3.759], [2.136, 1.934, -1.745], [6.453, 4.738, 1.656], [-1.855, -3.201, 2.139], [-1.145, -7.999, 6.003], [5.836, 3.184, 3.577], [5.970, 2.176, 3.974], [-2.616, 1.382, -3.422], [0.345, 0.311, -2.374], [6.218, 3.895, 4.316], [-4.758, 2.716, -4.687], [-0.997, -0.735, -3.968], [-2.434, -1.996, -5.552], [-5.663, -3.441, 4.508], [7.084, 1.093, -2.307], [-1.765, 8.364, -3.576], [0.662, 7.974, -3.898], [-2.686, -0.714, 2.800], [-4.211, -3.570, 5.318], [-1.199, -5.030, 3.360], [-5.566, 0.811, 1.325], [-1.308, 6.807, -2.894], [6.169, 2.598, 1.540], [1.283, 4.872, -0.348], [-2.520, -9.612, 5.665], [2.887, 3.304, -0.131], [-4.886, 0.527, -3.448], [-5.789, 1.571, -5.783], [11.159, 0.683, -0.966], [9.371, 2.023, -2.070], [7.419, 1.446, -0.616], [-4.361, -8.283, 4.684], [-4.051, 0.457, 2.803], [7.003, 4.796, 0.714], [-4.776, -0.762, 5.067], [-3.322, -1.769, 4.654], [-5.840, -1.191, 2.745], [-2.262, 0.860, -5.142], [7.482, -0.227, -1.198], [7.624, 3.093, 2.395], [-3.772, -2.230, -4.287], [-0.588, -8.120, 5.069], [-2.063, -3.033, -4.105], [6.874, 5.478, 2.340], [-2.864, -7.996, 3.786], [-0.140, -2.426, -2.869], [1.386, 2.143, -2.573], [-0.609, -8.535, 6.789], [0.319, 0.273, -0.528], [-2.380, -2.781, 3.042], [0.036, -3.230, -1.254], [-4.674, -0.423, -5.084], [-4.051, 1.929, -6.190], [-2.143, 6.876, -4.457], [3.163, 2.208, -2.174], [-0.227, -2.804, 0.797], [-0.176, 8.090, -5.440], [9.411, 0.376, -2.689], [1.319, 2.498, 0.338], [4.761, 3.349, 3.466], [-1.140, -6.940, 6.271], [-0.149, -4.707, 1.898], [-0.196, 5.596, -5.643], [-0.030, -3.590, 3.364], [-4.743, -2.600, 2.399], [1.450, 6.227, -5.491], [-4.795, 1.208, -0.259], [-3.085, -8.413, 6.821], [9.961, -0.492, -0.408]],
  "forces_ev_per_a": [[-0.91, -0.52, -0.46], [0.22, 0.56, 0.60], [-0.04, 1.64, 0.05], [-1.35, 0.66, 0.32], [2.14, -1.89, 1.21], [1.49, -1.68, 7.07], [-1.68, -0.28, -0.85], [-0.62, 0.99, 0.02], [0.22, -0.76, -1.17], [-2.17, 1.72, -1.08], [-1.62, 1.76, -8.67], [0.71, 0.89, -0.35], [0.71, -2.12, -0.24], [4.06, -2.56, 1.81], [1.25, -0.40, 0.22], [0.55, 0.27, -5.46], [0.15, -0.25, -0.47], [-0.06, 0.00, -0.06], [1.05, -1.56, -0.32], [-0.52, -0.92, 0.80], [0.70, 0.54, 0.96], [-0.21, 0.58, 0.36], [-2.89, 1.45, 3.64], [-0.05, 0.06, 0.03], [1.36, -0.98, -0.27], [-1.18, 2.44, -1.33], [-0.39, 0.42, -0.19], [0.01, -0.24, 0.32], [-0.22, 0.51, -0.19], [-0.12, 0.48, -0.15], [0.16, 0.00, 0.84], [-0.10, -0.73, -0.46], [0.48, 1.69, -0.59], [0.28, 0.65, -0.25], [1.89, -1.94, 1.67], [0.14, 0.12, 0.55], [-0.22, 0.22, 0.07], [-0.31, 0.06, -0.15], [-1.76, 0.15, 1.56], [0.67, 0.93, 0.59], [-0.44, -0.18, 0.46], [-0.04, 0.54, 0.42], [0.18, 1.53, 0.46], [0.30, -0.05, 0.25], [-0.13, 0.17, -1.38], [0.22, -0.37, 0.55], [0.59, 1.79, -0.33], [-0.70, -0.15, -0.11], [1.97, -0.77, 0.71], [0.05, -0.01, 0.02], [-0.06, -0.04, 0.01], [0.04, 0.09, 0.00], [-0.11, -1.10, -1.02], [0.90, -0.56, 0.93], [-0.05, -0.06, -0.03], [-0.17, -1.12, -0.68], [-1.48, -0.02, 0.52], [-0.42, -0.07, 1.55], [0.40, 0.32, 0.30], [0.03, -0.06, 0.05], [-0.01, -0.08, -0.05], [0.03, -0.08, -0.12], [-0.86, 0.05, -1.07], [-1.24, 0.44, -0.17], [0.36, 1.17, -0.69], [1.00, -0.86, -1.09], [0.02, -0.03, -0.09], [0.08, 0.10, -0.05], [0.20, -1.02, -0.24], [-0.14, 0.09, -0.06], [-1.20, -0.75, -0.43], [0.42, -0.53, -1.29], [1.31, 0.62, 0.87], [-0.04, 0.01, 0.18], [0.11, -0.11, 0.03], [0.06, -0.07, 0.01], [0.02, 0.19, -0.06], [0.78, -1.27, -0.74], [-0.13, 0.11, 0.03], [0.18, -1.24, -0.91], [-1.41, 0.26, -0.34], [1.45, -0.53, 0.38], [-0.60, -0.52, 1.11], [-0.02, 0.08, 0.00], [-0.08, 0.10, -0.16], [1.57, -0.10, -0.06], [-0.01, 0.01, 0.07], [-0.93, 0.99, -0.23], [-0.12, 0.01, -0.07], [-0.05, 0.14, 0.04], [-0.83, 0.69, 1.24], [0.74, -0.54, 1.06], [-0.01, 0.03, -0.10], [0.49, -0.82, -1.08], [0.01, -0.38, -1.44], [-0.04, 1.36, -0.81], [0.48, 0.87, 1.09], [-0.87, -0.31, 1.29], [0.03, 0.03, 0.06], [-1.44, -0.62, 0.55], [-1.34, 1.21, 0.27], [0.10, -0.09, 0.01], [0.11, 0.03, 0.10], [0.53, 0.15, -1.18], [0.05, 0.06, 0.01], [-0.03, -0.04, -0.05], [-0.75, 0.68, 0.89], [0.05, -0.05, 0.11], [-0.77, -0.83, -0.62], [0.23, 1.09, 0.76], [-0.04, -0.13, 0.07], [-0.28, -1.41, 0.36], [-0.06, -0.04, -0.14], [0.01, 0.11, 0.10]],
  "mulliken_charge": [-0.005, -0.079, -0.135, -0.359, -0.472, -0.334, -0.409, 0.257, -0.471, 1.024, -0.395, -0.684, -0.463, -0.017, -0.462, 0.030, -0.565, -0.801, -1.225, -0.820, 0.157, -0.471, -0.263, -1.046, 0.446, 0.502, 0.302, 0.033, 0.140, -1.080, -0.442, -1.143, -0.047, -1.431, -0.683, 0.302, -0.444, -0.456, -1.064, -0.202, -1.039, -0.429, 0.643, -0.425, 0.078, 0.242, -0.447, -0.513, 0.860, -1.096, -1.293, 0.362, 0.296, -0.173, 0.313, 0.297, 0.466, 0.366, 0.301, 0.318, 0.320, 0.298, 0.314, 0.440, 0.206, 0.428, 0.289, 0.095, 0.276, 0.315, -0.066, -0.025, 0.343, 0.296, 0.296, 0.050, 0.310, 0.470, 0.302, 0.336, 0.239, 0.417, 0.487, 0.319, 0.250, 0.329, 0.283, 0.374, 0.317, 0.273, 0.292, 0.291, 0.335, -0.050, -0.223, 0.337, 0.325, 0.305, 0.283, 0.326, 0.312, 0.312, 0.319, 0.067, 0.341, 0.322, 0.421, 0.262, 0.337, 0.285, 0.268, 0.517, 0.303, 0.278],
  "orbital_gap_ev": 7.08,
  "lumo_ev": -2.9,
  "charge": 1
}